Below is a cluster of 13 separate species, C36H74Cl24NS3 in total in a non-equilibrium geometry, with properties calculated with the ωB97M-V functional and the def2-TZVPD basis.

Calculated values
Total charge ... +1
Gap between HOMO and LUMO ... 7.261 eV
Spin multiplicity ... 1
LUMO level ... -3.037 eV

Structure (XYZ):
```
138
Properties=species:S:1:pos:R:3:lowdin_charge:R:1
C -2.595 1.364 2.741 -0.153
C -1.119 1.643 3.165 -0.222
C -0.201 1.112 2.030 -0.206
C 1.125 0.457 2.510 -0.186
N 1.322 -0.847 1.859 -0.217
C 1.659 -0.710 0.448 -0.228
C 0.877 -1.729 -0.437 -0.194
C 0.977 -1.439 -1.952 -0.241
C 0.130 -0.230 -2.453 -0.421
S -1.382 0.118 -1.477 1.069
C 2.304 -1.581 2.607 -1.050
S 3.920 -1.294 2.674 0.667
S 1.692 -2.935 3.633 0.864
C 0.186 -3.652 2.825 -0.481
C -1.006 -2.664 2.684 -0.305
C -2.355 -3.245 3.226 -0.090
H -3.247 1.544 3.604 0.038
H -2.904 1.989 1.891 0.048
H -2.721 0.307 2.461 0.062
H -0.901 1.187 4.141 0.107
H -1.042 2.735 3.265 0.108
H -0.773 0.344 1.479 0.062
H 0.025 1.928 1.318 0.109
H 1.010 0.251 3.586 0.119
H 1.986 1.138 2.383 0.127
H 1.374 0.297 0.093 0.077
H 2.726 -0.823 0.206 0.094
H -0.150 -1.879 -0.075 0.058
H 1.385 -2.696 -0.270 0.124
H 0.789 -2.359 -2.521 0.111
H 2.028 -1.183 -2.158 0.084
H -0.220 -0.487 -3.466 0.020
H 0.706 0.713 -2.583 0.041
H -1.149 1.031 -0.489 -0.015
H -1.938 -1.022 -0.985 0.015
H 0.532 -4.064 1.866 0.072
H -0.153 -4.493 3.468 -0.018
H -0.781 -1.721 3.201 0.080
H -1.184 -2.396 1.629 0.067
H -3.162 -2.742 2.675 0.064
H -2.413 -3.078 4.305 0.079
H -2.416 -4.309 2.959 0.060
Cl -5.138 3.399 -0.160 0.535
C -6.743 3.186 0.593 -0.642
C -6.666 3.176 2.100 -0.639
Cl -5.842 1.721 2.716 0.586
H -7.176 2.267 0.207 0.072
H -7.359 4.022 0.260 0.056
H -7.671 3.175 2.520 0.078
H -6.138 4.049 2.478 0.072
Cl 0.942 -1.380 -5.618 0.566
C -0.679 -1.869 -6.185 -0.687
C -1.294 -0.838 -7.097 -0.649
Cl -1.704 0.659 -6.220 0.547
H -1.304 -2.048 -5.313 0.053
H -0.558 -2.811 -6.717 0.040
H -2.220 -1.226 -7.518 0.046
H -0.625 -0.579 -7.916 0.077
Cl -7.357 6.592 -1.641 0.543
C -5.845 6.206 -2.503 -0.693
C -5.746 6.923 -3.828 -0.673
Cl -6.935 6.302 -5.005 0.562
H -5.795 5.126 -2.626 0.043
H -5.028 6.514 -1.856 0.016
H -4.759 6.761 -4.261 0.077
H -5.901 8.005 -3.720 -0.028
Cl 4.324 -5.736 0.725 0.516
C 4.854 -4.963 2.244 -0.675
C 5.927 -5.747 2.957 -0.654
Cl 5.350 -7.295 3.625 0.536
H 3.974 -4.820 2.869 0.033
H 5.247 -3.983 1.978 0.009
H 6.296 -5.164 3.797 0.010
H 6.763 -5.967 2.296 0.070
Cl -8.436 12.325 -5.374 0.543
C -8.031 10.627 -5.730 -0.661
C -8.138 9.746 -4.509 -0.637
Cl -6.877 10.116 -3.302 0.567
H -7.030 10.601 -6.154 0.069
H -8.734 10.286 -6.490 0.074
H -8.010 8.705 -4.795 0.014
H -9.106 9.851 -4.025 0.075
Cl 6.993 -1.209 3.004 0.504
C 7.816 -0.354 4.334 -0.634
C 7.055 0.874 4.770 -0.658
Cl 7.069 2.148 3.525 0.540
H 8.823 -0.105 4.005 0.071
H 7.891 -1.056 5.164 0.066
H 7.517 1.295 5.662 0.075
H 6.018 0.638 5.000 0.065
Cl 2.969 1.294 -1.911 0.655
C 4.413 0.917 -2.886 -0.609
C 4.374 1.640 -4.206 -0.638
Cl 3.068 0.998 -5.233 0.539
H 4.460 -0.162 -3.022 0.076
H 5.279 1.223 -2.307 0.063
H 5.313 1.497 -4.739 0.081
H 4.215 2.708 -4.075 0.073
Cl -4.038 9.010 -1.337 0.579
C -3.145 9.355 0.166 -0.646
C -3.812 8.745 1.376 -0.667
Cl -5.365 9.529 1.752 0.550
H -3.052 10.434 0.261 0.072
H -2.147 8.935 0.046 0.072
H -3.173 8.870 2.249 0.072
H -3.998 7.682 1.234 0.063
Cl -2.957 -4.111 -6.853 0.591
C -4.583 -4.570 -7.423 -0.640
C -5.175 -3.525 -8.337 -0.659
Cl -5.557 -2.017 -7.469 0.544
H -5.210 -4.741 -6.551 0.071
H -4.478 -5.512 -7.959 0.077
H -6.107 -3.894 -8.763 0.076
H -4.498 -3.281 -9.153 0.070
Cl 6.448 -2.972 -0.539 0.542
C 8.106 -2.760 -1.164 -0.646
C 8.797 -1.550 -0.582 -0.659
Cl 8.077 -0.022 -1.144 0.537
H 8.049 -2.706 -2.249 0.068
H 8.659 -3.658 -0.894 0.076
H 9.841 -1.540 -0.893 0.076
H 8.762 -1.556 0.504 0.039
Cl 3.600 -5.735 6.495 0.524
C 5.048 -6.089 7.470 -0.653
C 5.871 -4.853 7.751 -0.646
Cl 6.654 -4.202 6.287 0.562
H 5.626 -6.848 6.946 0.061
H 4.699 -6.513 8.411 0.074
H 6.668 -5.094 8.453 0.073
H 5.262 -4.061 8.182 0.068
Cl 1.051 -6.284 4.222 0.598
C 0.664 -7.986 3.869 -0.615
C -0.540 -8.116 2.967 -0.653
Cl -2.045 -7.614 3.779 0.545
H 0.515 -8.500 4.816 0.075
H 1.538 -8.416 3.381 0.078
H -0.668 -9.156 2.673 0.075
H -0.428 -7.515 2.067 0.067
```